The following is a quantum chemistry calculation of a structure of composition C55H49AsBrN2O2PS2Sc, from OMol25.

Frontier orbital gap in hartree: 0.264
Energy relative to the best compared isomer or geometry (same formula, charge and spin) in eV: 2.9892
HOMO energy in eV: -4.8
Charge: -1

XYZ file:
```
114
C55H49AsBrN2O2PS2Sc | OMol25 | the ωB97M-V functional and the def2-TZVPD basis
Sc 0.83 0.84 1.74
S 0.58 -1.17 3.74
C 2.04 -0.37 4.08
N 2.61 0.45 3.23
C 3.80 0.99 3.73
C 4.66 1.85 3.06
C 5.82 2.27 3.69
C 6.14 1.83 4.98
C 5.30 0.97 5.65
C 4.14 0.55 5.02
S 2.91 -0.55 5.59
H 4.41 2.18 2.06
H 6.49 2.94 3.17
H 7.05 2.18 5.46
H 5.54 0.61 6.65
O -1.78 3.25 3.96
C -1.34 2.88 2.89
O -0.60 1.83 2.70
C -1.62 3.66 1.60
P -1.03 2.69 0.18
C -2.23 1.32 0.05
C -3.20 1.15 0.95
C -4.00 -0.07 1.03
C -3.78 -1.06 0.19
C -2.86 -0.96 -1.01
C -1.94 0.30 -1.03
C -1.48 3.65 -1.33
C -0.46 4.24 -2.06
C -0.73 4.96 -3.22
C -2.04 5.08 -3.66
C -3.07 4.50 -2.94
C -2.80 3.79 -1.78
H -1.03 4.58 1.64
H -2.67 3.95 1.55
H -3.36 1.89 1.73
H -4.71 -0.18 1.85
H -4.32 -2.01 0.28
H -4.61 -1.75 -1.89
H -2.04 0.79 -2.00
H 0.57 4.13 -1.73
H 0.08 5.41 -3.78
H -2.26 5.63 -4.57
H -4.10 4.59 -3.28
H -3.60 3.31 -1.23
Br 3.42 0.36 -0.23
C 3.39 2.17 -0.75
C 4.02 2.50 -1.92
C 4.11 3.85 -2.30
C 3.62 4.82 -1.48
C 2.98 4.49 -0.25
C 2.55 5.51 0.64
C 1.99 5.16 1.84
C 1.73 3.80 2.13
C 2.04 2.76 1.28
C 2.78 3.13 0.11
H 4.46 1.72 -2.53
H 4.59 4.11 -3.23
H 3.72 5.87 -1.74
H 2.71 6.54 0.37
H 1.70 5.92 2.55
H 1.22 3.59 3.07
C -2.77 -3.21 -5.17
C -3.05 -2.71 -3.78
C -2.87 -3.68 -2.69
C -2.34 -3.48 -1.47
C -2.25 -4.68 -0.56
C -1.81 -2.13 -0.98
As -1.11 -1.85 1.00
N 0.03 -0.50 0.38
C -0.42 -0.23 -1.00
C 0.46 0.74 -1.74
C 0.68 0.63 -3.05
C 0.21 -0.53 -3.81
C -0.38 -1.56 -3.19
C -0.54 -1.59 -1.70
C -0.01 -3.48 1.37
C -0.62 -4.36 2.27
C -1.98 -4.14 2.91
C 0.03 -5.53 2.66
C 1.29 -5.85 2.21
C 1.99 -7.11 2.65
C 1.92 -4.94 1.37
C 1.31 -3.77 0.95
C 2.15 -2.84 0.09
C -3.88 -0.99 -2.19
C -4.63 0.34 -2.34
C -3.39 -1.45 -3.54
H -1.84 -3.78 -5.21
H -2.69 -2.38 -5.87
H -3.57 -3.87 -5.51
H -3.14 -4.71 -2.93
H -2.71 -5.55 -1.03
H -2.75 -4.49 0.39
H -1.21 -4.92 -0.32
H 0.88 1.57 -1.20
H 1.28 1.38 -3.56
H 0.41 -0.59 -4.87
H -0.57 -2.47 -3.73
H 0.28 -2.22 -1.35
H -2.62 -3.42 2.40
H -1.84 -3.76 3.93
H -2.52 -5.09 2.98
H -0.48 -6.21 3.34
H 1.33 -7.75 3.24
H 2.87 -6.88 3.26
H 2.34 -7.69 1.79
H 2.94 -5.14 1.03
H 3.20 -3.03 0.29
H 1.92 -1.80 0.30
H 1.98 -3.00 -0.97
H -5.05 0.67 -1.40
H -5.44 0.23 -3.07
H -3.96 1.12 -2.71
H -3.40 -0.73 -4.35
```

Löwdin population analysis, charges in e, atoms 1 to 2: number 1, Sc, carries 0.73; number 2, S, carries 0.60



The following is a quantum chemistry calculation of a structure of composition C55H50AsBrI3N2O3PSTl at a distorted geometry, from OMol25.

Frontier orbital gap in hartree: 0.264
Energy relative to the best compared isomer or geometry (same formula, charge and spin) in eV: 0.3742
HOMO energy in eV: -10.0
Charge: +1

XYZ file:
```
118
C55H50AsBrI3N2O3PSTl | OMol25 | the ωB97M-V functional and the def2-TZVPD basis
Tl 0.19 1.41 0.70
C 4.85 0.90 1.22
C 4.06 2.00 1.88
C 4.85 3.13 2.14
C 4.35 4.15 2.89
C 3.04 4.03 3.39
C 2.39 5.06 4.11
C 1.08 4.94 4.43
C 0.27 3.87 4.04
C 0.91 2.82 3.38
S -0.13 1.36 3.10
C 2.29 2.90 2.99
N 2.82 1.92 2.23
H 5.37 0.34 1.98
H 5.60 1.16 0.49
H 4.24 0.09 0.71
H 5.85 3.23 1.80
H 4.87 5.09 3.20
H 2.96 5.92 4.44
H 0.55 5.73 4.93
H -0.76 3.87 4.26
C -2.26 -1.15 1.84
O -1.37 -1.79 0.91
C -1.18 -3.12 1.29
C -0.60 -3.95 0.18
O 0.74 -3.58 -0.18
C 1.75 -4.15 0.64
H -1.92 -1.32 2.88
H -3.25 -1.64 1.74
H -2.31 -0.09 1.53
H -2.18 -3.56 1.54
H -0.51 -3.05 2.13
H -1.21 -3.91 -0.72
H -0.65 -4.99 0.46
H 2.11 -5.11 0.33
H 1.48 -4.20 1.69
H 2.56 -3.39 0.76
I 3.10 5.56 -0.67
C 3.34 3.57 -1.20
C 4.34 3.21 -2.11
C 4.43 1.94 -2.61
I 6.09 1.33 -3.60
C 3.50 0.94 -2.21
C 3.58 -0.44 -2.52
C 2.72 -1.36 -1.98
C 1.75 -0.85 -1.07
N 1.65 0.38 -0.71
C 2.50 1.35 -1.32
C 2.32 2.67 -0.84
O 1.28 3.06 -0.12
H 5.02 4.03 -2.41
H 4.29 -0.82 -3.25
H 2.70 -2.41 -2.30
H 1.05 -1.50 -0.59
Br 2.21 -5.51 3.78
C 3.75 -5.23 4.89
C 4.23 -6.23 5.70
C 5.22 -5.95 6.64
C 5.87 -4.73 6.69
C 5.52 -3.80 5.74
C 4.47 -4.02 4.89
I 3.95 -2.42 3.61
H 3.89 -7.24 5.69
H 5.51 -6.74 7.36
H 6.63 -4.50 7.41
H 6.11 -2.92 5.55
C -2.72 0.23 -1.66
C -3.83 0.73 -2.66
As -4.99 -0.69 -3.40
C -4.98 -1.92 -1.83
C -6.09 -1.81 -1.01
C -6.15 -2.65 0.15
C -5.19 -3.65 0.30
C -4.07 -3.74 -0.52
C -3.95 -2.80 -1.55
C -3.72 -1.55 -4.61
C -2.39 -1.19 -4.80
C -1.57 -1.88 -5.71
C -2.16 -2.89 -6.47
C -3.51 -3.24 -6.28
C -4.29 -2.52 -5.39
P -1.87 1.59 -0.93
C -3.03 2.52 0.01
C -2.55 3.73 0.51
C -3.33 4.62 1.19
C -4.72 4.28 1.38
C -5.14 3.00 1.12
C -4.32 2.12 0.40
C -1.30 2.67 -2.28
C -0.14 2.16 -2.89
C 0.60 2.95 -3.78
C 0.16 4.20 -4.13
C -1.07 4.66 -3.62
C -1.73 3.94 -2.62
H -1.98 -0.37 -2.22
H -3.14 -0.49 -0.90
H -3.36 1.22 -3.57
H -4.51 1.51 -2.24
H -6.90 -1.08 -1.18
H -6.96 -2.62 0.84
H -5.21 -4.33 1.16
H -3.37 -4.58 -0.41
H -3.08 -2.90 -2.19
H -1.84 -0.43 -4.10
H -0.54 -1.64 -5.90
H -1.54 -3.35 -7.19
H -3.90 -4.08 -6.91
H -5.35 -2.88 -5.34
H -1.51 4.07 0.37
H -2.91 5.58 1.44
H -5.34 5.01 1.92
H -6.14 2.69 1.30
H -4.58 1.08 0.17
H 0.32 1.22 -2.62
H 1.44 2.43 -4.23
H 0.73 4.81 -4.81
H -1.49 5.62 -3.92
H -2.66 4.32 -2.15
```

Löwdin population analysis, charges in e, atoms 1 to 2: number 1, Tl, carries 0.73; number 2, C, carries -0.02



The following is a quantum chemistry calculation of a cluster of 9 separate species, C55H50BBrCl16O2P in total at a distorted geometry, from OMol25.

Frontier orbital gap in hartree: 0.283
HOMO energy in eV: -10.5
Charge: +1

XYZ file:
```
126
C55H50BBrCl16O2P | OMol25 | the ωB97M-V functional and the def2-TZVPD basis
C 2.62 2.36 0.11
C 1.95 1.26 0.94
O 1.10 0.38 0.14
B -0.18 0.77 -0.11
O -0.49 1.75 -1.04
P -1.72 -0.09 0.75
C -1.32 -1.50 1.81
C 0.03 -1.38 2.57
C -2.82 1.08 1.63
C -3.55 2.08 0.69
C -4.19 3.23 1.52
Br -3.04 4.78 1.72
H 3.69 2.15 0.02
H 2.16 2.49 -0.87
H 2.54 3.31 0.64
H 1.38 1.67 1.79
H 2.71 0.61 1.39
H -0.74 1.32 -1.88
H -2.52 -0.57 -0.32
H -1.34 -2.39 1.18
H -2.14 -1.58 2.54
H 0.79 -1.99 2.06
H -0.08 -1.77 3.59
H 0.36 -0.34 2.66
H -2.29 1.60 2.43
H -3.59 0.43 2.09
H -2.84 2.50 -0.02
H -4.34 1.58 0.12
H -4.38 2.86 2.54
H -5.15 3.52 1.10
Cl -4.02 -4.56 1.14
C -3.86 -4.89 2.83
C -4.17 -3.93 3.79
Cl -4.74 -2.36 3.33
C -4.03 -4.22 5.14
C -3.58 -5.47 5.53
C -3.27 -6.43 4.57
C -3.41 -6.14 3.23
H -4.27 -3.47 5.87
H -3.47 -5.70 6.58
H -2.93 -7.41 4.88
H -3.18 -6.89 2.48
Cl -1.65 -0.38 -2.95
C -2.98 -1.17 -3.76
C -3.90 -1.94 -3.06
Cl -3.81 -2.14 -1.34
C -4.94 -2.55 -3.74
C -5.06 -2.40 -5.11
C -4.14 -1.62 -5.80
C -3.10 -1.00 -5.13
H -5.65 -3.15 -3.20
H -5.87 -2.88 -5.64
H -4.23 -1.49 -6.87
H -2.38 -0.39 -5.66
Cl -1.70 5.43 -7.89
C -1.55 4.90 -6.26
C -1.99 5.68 -5.20
Cl -2.72 7.22 -5.46
C -1.85 5.23 -3.89
C -1.27 3.99 -3.65
C -0.83 3.21 -4.71
C -0.97 3.66 -6.01
H -2.19 5.82 -3.06
H -1.16 3.65 -2.63
H -0.38 2.25 -4.52
H -0.64 3.06 -6.85
Cl 0.25 -5.09 0.90
C 1.47 -5.10 -0.32
C 1.41 -4.27 -1.42
Cl 0.13 -3.12 -1.66
C 2.41 -4.32 -2.38
C 3.47 -5.21 -2.24
C 3.53 -6.03 -1.13
C 2.54 -5.98 -0.17
H 2.35 -3.67 -3.25
H 4.24 -5.25 -3.00
H 4.36 -6.72 -1.01
H 2.58 -6.63 0.70
Cl 1.56 -0.77 -8.79
C 2.33 -1.03 -7.26
C 2.12 -0.17 -6.19
Cl 1.08 1.20 -6.33
C 2.76 -0.40 -4.98
C 3.61 -1.49 -4.84
C 3.82 -2.35 -5.91
C 3.18 -2.12 -7.12
H 2.60 0.27 -4.15
H 4.11 -1.66 -3.90
H 4.48 -3.20 -5.81
H 3.34 -2.79 -7.96
Cl -2.12 7.09 -1.15
C -0.54 7.41 -0.50
C 0.37 8.20 -1.18
Cl -0.02 8.91 -2.71
C 1.63 8.43 -0.63
C 1.96 7.87 0.59
C 1.05 7.07 1.27
C -0.20 6.85 0.72
H 2.34 9.05 -1.16
H 2.94 8.05 1.01
H 1.30 6.64 2.22
H -0.92 6.23 1.24
Cl 7.21 -3.72 3.28
C 5.66 -4.35 3.70
C 4.53 -4.07 2.93
Cl 4.63 -3.09 1.50
C 3.30 -4.57 3.30
C 3.18 -5.36 4.43
C 4.30 -5.65 5.20
C 5.54 -5.14 4.83
H 2.43 -4.35 2.69
H 2.21 -5.76 4.71
H 4.21 -6.27 6.08
H 6.41 -5.36 5.42
Cl -1.74 2.83 4.79
C -0.17 3.12 5.47
C 0.76 3.91 4.82
Cl 0.43 4.67 3.30
C 2.01 4.12 5.39
C 2.32 3.54 6.61
C 1.38 2.75 7.26
C 0.14 2.54 6.69
H 2.74 4.73 4.88
H 3.30 3.70 7.05
H 1.62 2.30 8.21
H -0.60 1.93 7.20
```

Löwdin population analysis, charges in e, atoms 1 to 2: number 1, C, carries -0.04; number 2, C, carries -0.20



The following is a quantum chemistry calculation of a cluster of 8 separate species, C55H50O34S in total at a distorted geometry, from OMol25.

Frontier orbital gap in hartree: 0.258
HOMO energy in eV: -8.8
SMILES: CCOC(=O)CCC[C@@H]1CCS(=O)(=O)O[C@@H]1C[C@H]1CO1.O=C1C=C(O)C(=O)C=C1O.O=C1C=C(O)C(=O)C=C1O.O=C1C=C(O)C(=O)C=C1O.O=C1C=C(O)C(=O)C=C1O.O=C1C=C(O)C(=O)C=C1O.O=C1C=C(O)C(=O)C=C1O.O=C1C=C(O)C(=O)C=C1O
Charge: 0

XYZ file:
```
140
C55H50O34S | OMol25 | the ωB97M-V functional and the def2-TZVPD basis
C 1.10 1.94 -2.47
C -0.04 2.89 -3.10
O 0.36 4.28 -3.29
C -0.35 4.89 -4.36
O 0.29 5.07 -5.45
C -1.87 5.42 -4.31
C -2.86 4.12 -4.27
C -4.38 4.50 -4.52
C -5.46 3.34 -4.54
C -6.77 3.88 -3.70
C -6.42 4.06 -2.11
S -5.59 2.55 -1.43
O -4.95 2.91 -0.07
O -6.63 1.49 -1.12
O -4.43 2.03 -2.55
C -5.08 1.92 -3.89
C -4.11 1.14 -4.84
C -4.70 -0.44 -5.24
C -5.07 -1.42 -3.91
O -6.15 -0.72 -4.90
H 1.51 1.28 -3.31
H 1.90 2.49 -1.86
H 0.57 1.22 -1.73
H -0.90 2.90 -2.32
H -0.49 2.39 -4.04
H -2.14 6.18 -5.11
H -2.00 5.90 -3.26
H -2.50 3.46 -5.16
H -2.62 3.61 -3.27
H -4.43 5.03 -5.56
H -4.66 5.34 -3.77
H -5.87 3.20 -5.62
H -7.09 4.90 -4.10
H -7.62 3.08 -3.73
H -5.77 5.01 -1.97
H -7.38 4.27 -1.49
H -6.10 1.43 -3.64
H -3.83 1.61 -5.84
H -3.12 0.83 -4.31
H -4.20 -0.98 -6.21
H -5.93 -1.33 -3.18
H -4.42 -0.66 -3.28
C 1.98 -0.64 1.71
C 1.75 -1.17 2.91
C 1.18 -0.35 4.03
O 0.97 -0.87 5.11
C 0.91 1.07 3.77
C 1.15 1.60 2.57
C 1.68 0.77 1.45
O 1.87 1.29 0.35
O 0.90 2.91 2.31
O 2.02 -2.48 3.17
H 2.38 -1.22 0.89
H 0.52 1.65 4.59
H 1.15 3.05 1.38
H 1.76 -2.62 4.11
C -3.28 -2.61 1.02
C -3.60 -1.76 0.05
C -2.57 -1.28 -0.92
O -2.90 -0.50 -1.81
C -1.20 -1.75 -0.77
C -0.88 -2.61 0.21
C -1.91 -3.11 1.17
O -1.59 -3.90 2.04
O 0.40 -3.06 0.37
O -4.87 -1.29 -0.09
H -4.01 -2.97 1.74
H -0.46 -1.39 -1.47
H 0.37 -3.66 1.14
H -4.84 -0.69 -0.87
C 6.72 0.05 4.02
C 8.03 0.08 3.77
C 8.54 0.41 2.41
O 9.74 0.46 2.21
C 7.56 0.68 1.35
C 6.25 0.64 1.60
C 5.74 0.34 2.97
O 4.54 0.33 3.18
O 5.33 0.88 0.62
O 8.95 -0.18 4.74
H 6.33 -0.19 5.01
H 7.95 0.90 0.36
H 4.46 0.80 1.06
H 9.82 -0.09 4.30
C -7.15 1.77 4.64
C -6.56 1.30 5.74
C -5.22 0.64 5.68
O -4.70 0.24 6.70
C -4.58 0.49 4.36
C -5.18 0.96 3.26
C -6.50 1.64 3.33
O -7.01 2.07 2.31
O -4.60 0.83 2.04
O -7.15 1.40 6.96
H -8.12 2.25 4.67
H -3.62 -0.01 4.33
H -5.22 1.24 1.40
H -6.52 0.99 7.59
C -7.56 -6.10 -1.19
C -8.73 -6.06 -0.54
C -9.17 -4.84 0.19
O -10.25 -4.83 0.75
C -8.27 -3.68 0.20
C -7.10 -3.72 -0.45
C -6.67 -4.93 -1.20
O -5.61 -4.92 -1.79
O -6.25 -2.64 -0.45
O -9.56 -7.14 -0.52
H -7.23 -6.98 -1.72
H -8.60 -2.80 0.74
H -5.49 -2.92 -0.98
H -10.33 -6.86 0.01
C 6.50 1.30 -2.35
C 7.81 1.33 -2.61
C 8.32 1.67 -3.97
O 9.53 1.71 -4.16
C 7.35 1.93 -5.03
C 6.04 1.89 -4.77
C 5.52 1.59 -3.40
O 4.32 1.58 -3.20
O 5.12 2.14 -5.75
O 8.73 1.07 -1.63
H 6.11 1.06 -1.37
H 7.73 2.15 -6.01
H 4.25 2.05 -5.31
H 9.60 1.16 -2.07
C 10.07 -3.73 5.43
C 10.22 -4.96 5.92
C 11.42 -5.78 5.58
O 11.54 -6.90 6.05
C 12.42 -5.20 4.67
C 12.26 -3.97 4.18
C 11.07 -3.14 4.54
O 10.97 -2.01 4.10
O 13.18 -3.42 3.34
O 9.29 -5.52 6.74
H 9.20 -3.12 5.67
H 13.28 -5.81 4.42
H 12.84 -2.53 3.13
H 9.64 -6.41 6.95
```

Löwdin population analysis, charges in e, atoms 1 to 2: number 1, C, carries -0.07; number 2, C, carries -0.23